No. 1
Density functional theory data (the ωB97M-V functional and the def2-TZVPD basis) for a cluster of 2 separate species, C6H18N3 in total in a non-equilibrium geometry.

```
27
Properties=species:S:1:pos:R:3:forces:R:3
N 0.699 1.337 -1.630 0.38 0.71 -0.98
N 0.282 -0.871 -1.067 0.86 -0.29 -0.29
H 2.506 -2.796 0.691 0.05 -0.06 -0.55
H 0.618 -1.727 -0.656 -0.12 0.02 0.14
H 2.771 -1.979 -1.764 0.01 0.02 0.12
C -2.658 1.294 2.345 0.33 0.56 0.16
N 2.453 -0.019 -1.108 -1.01 -0.23 -1.01
C -3.314 0.403 0.021 -1.54 1.16 -0.01
H -1.468 0.055 1.149 -0.34 -0.61 -0.11
H -3.716 1.220 -0.599 0.73 -0.03 -0.19
H -3.150 -0.450 -0.615 0.33 -0.38 -0.22
C 1.147 0.098 -1.338 -0.33 0.90 1.51
H -4.244 0.227 0.567 0.27 -0.64 0.36
H 2.931 0.866 -1.040 0.39 -0.24 -0.12
H -3.545 0.752 2.654 -0.12 -0.04 0.07
H -0.663 -0.603 -0.898 -0.75 -0.10 -0.16
H 4.172 -1.088 -1.161 -0.12 -0.23 -0.28
H 2.522 -1.071 1.020 -0.26 -0.19 0.27
H 1.231 1.839 -2.330 0.29 0.03 0.31
H 4.000 -1.883 0.962 0.03 -0.36 -0.35
H -0.256 1.658 -1.664 -0.28 -0.78 0.31
H -1.534 1.580 0.494 -0.45 0.33 0.03
C 3.027 -1.866 0.468 -0.08 1.06 0.56
C 3.121 -1.310 -0.975 0.89 -0.24 0.55
C -2.205 0.839 0.955 1.19 -0.10 0.26
H -2.844 2.367 2.423 -0.34 -0.05 -0.30
H -1.882 1.128 3.094 0.01 -0.22 -0.09
```
Forces are in eV/Å.

Computed properties:
- total charge = +1
- LUMO level (eV) = -2.95
- energy (hartree) = -403.44674
- energy above the lowest of the compared OMol25 structures with the same formula, charge and spin (kcal per mole) = 21.2
- 2S+1 = 1

Here are the Mulliken charges for atoms 1 to 5, given in e: -0.414, -0.278, 0.345, 0.256, 0.379

No. 2
Density functional theory data (the ωB97M-V functional and the def2-TZVPD basis) for a structure of composition CdI.

```
2
Properties=species:S:1:pos:R:3:forces:R:3
I 1.208 1.364 -1.562 -0.32 -0.36 0.42
Cd -1.208 -1.364 1.562 0.32 0.36 -0.42
```
Forces are in eV/Å.

Computed properties:
- total charge = +1
- LUMO level (eV) = -9.88
- energy (hartree) = -465.00466
- energy above the lowest of the compared OMol25 structures with the same formula, charge and spin (kcal per mole) = 76.4
- 2S+1 = 1

Table of Mulliken atomic charges, one value per atom, all in e: 0.318, 0.682

No. 3
Density functional theory data (the ωB97M-V functional and the def2-TZVPD basis) for a structure of composition C15H15N2O8ReS2.

```
43
Properties=species:S:1:pos:R:3:forces:R:3
H 0.910 -0.409 -2.866 0.00 0.05 -0.02
H -0.831 -5.807 -3.101 0.00 0.00 0.00
H -3.036 -4.132 -0.593 0.00 0.00 0.00
N 1.242 2.153 1.604 -0.01 -0.01 -0.01
N 1.581 1.524 2.738 0.01 0.00 0.01
O -0.323 4.022 5.438 0.01 0.00 0.00
C -1.482 -5.546 -2.270 0.00 0.00 0.00
C -0.347 4.214 4.256 0.00 0.00 0.00
O 3.166 3.306 -0.905 0.01 0.04 0.00
C -1.279 -4.136 -1.823 -0.01 -0.01 0.00
H -2.519 -5.714 -2.561 0.00 0.00 0.00
C 0.111 4.068 0.816 0.05 0.07 0.02
O -0.603 5.028 0.936 -0.03 -0.03 0.00
H -1.269 -6.226 -1.441 0.00 0.00 0.00
H -3.818 -2.438 0.665 0.00 0.00 0.00
C -2.188 -3.551 -0.933 -0.01 0.00 0.01
H -2.616 -1.392 1.404 -0.01 -0.01 0.01
C -3.058 -1.691 0.453 -0.02 -0.01 0.00
C 1.207 -1.358 -2.422 0.02 0.01 -0.02
C 0.035 -2.099 -1.865 0.00 -0.02 0.01
C -0.790 -0.208 -0.456 -0.20 0.16 0.10
C -0.894 -1.514 -0.945 0.04 0.11 0.01
O 2.277 1.844 -2.463 -0.04 -0.06 0.00
S 3.594 0.787 -0.314 -0.02 0.01 -0.02
H 1.942 -1.136 -1.647 -0.01 0.01 0.01
O 0.644 3.648 -0.321 -0.01 -0.09 0.00
S 3.618 2.226 -1.866 0.02 -0.02 -0.03
H 1.696 -1.954 -3.189 0.00 0.00 0.01
H -1.622 0.178 0.135 0.02 -0.01 0.00
O 4.711 2.467 -2.720 0.00 -0.01 0.00
O -0.991 5.223 3.693 -0.01 0.00 -0.01
O 0.158 0.623 -0.628 0.34 -0.40 -0.22
Re 1.609 1.913 -0.429 -0.12 0.22 0.13
C -2.035 -2.261 -0.492 -0.01 -0.02 0.01
H -3.565 -0.824 0.026 0.00 0.00 0.00
C -0.190 -3.393 -2.279 0.00 0.02 0.00
H 0.494 -3.843 -2.987 0.00 0.00 0.00
H 1.241 1.822 4.814 0.00 0.00 0.00
H 2.170 0.705 2.711 0.01 0.01 0.00
C 0.523 3.215 1.963 -0.02 -0.03 0.00
H -0.926 5.240 2.714 0.02 0.01 0.00
C 0.373 3.263 3.347 0.01 0.02 -0.02
C 1.080 2.161 3.804 -0.02 -0.01 0.00
```
Forces are in eV/Å.

Computed properties:
- ⟨S²⟩ = 0.76
- total charge = +1
- LUMO level (spin up / spin down) (eV) = -5.65 / -5.77
- energy (hartree) = -2166.47522
- energy above the lowest of the compared OMol25 structures with the same formula, charge and spin (kcal per mole) = 3.8
- 2S+1 = 2

Here are the Mulliken charges for atoms 1 to 5, given in e: 0.357, 0.370, 0.413, 0.064, -0.294

No. 4
Density functional theory data (the ωB97M-V functional and the def2-TZVPD basis) for the ion C4H9N2 with charge +1 in a non-equilibrium geometry.

```
15
Properties=species:S:1:pos:R:3:forces:R:3
N -1.430 -0.203 0.118 2.41 -0.80 0.43
C -0.828 0.863 -0.064 -2.84 1.92 0.83
H 3.019 0.734 -0.013 0.42 -0.29 0.48
H 1.276 1.625 0.207 -2.41 -0.85 -0.42
C -2.789 -0.362 -0.030 -1.56 0.20 -2.42
H -1.404 1.853 -0.117 1.50 -1.01 -0.40
C 2.652 -0.295 -0.057 1.18 -0.57 1.99
N 0.573 0.819 0.056 3.71 1.04 0.46
H -3.201 0.356 -0.725 -0.30 0.55 -0.17
H 0.593 -1.100 -0.132 -1.01 -2.26 -0.18
H -3.377 -0.331 0.823 -0.63 0.15 2.13
H -3.001 -1.309 -0.478 0.03 -0.84 -0.21
C 1.224 -0.299 -0.001 -0.44 2.20 0.40
H 2.776 -0.582 -1.057 0.84 -0.88 -1.82
H 3.184 -1.070 0.617 -0.90 1.43 -1.09
```
Forces are in eV/Å.

Computed properties:
- total charge = +1
- LUMO level (eV) = -5.19
- SMILES = C/C=[NH+]/C=N/C
- energy (hartree) = -267.00652
- energy above the lowest of the compared OMol25 structures with the same formula, charge and spin (kcal per mole) = 58.2
- 2S+1 = 1

Here are the Mulliken charges for atoms 1 to 5, given in e: -0.297, -0.096, 0.289, 0.337, -0.880

No. 5
Density functional theory data (the ωB97M-V functional and the def2-TZVPD basis) for a cluster of 5 separate species, C3H14O6S2 in total in a non-equilibrium geometry.

```
25
Properties=species:S:1:pos:R:3:forces:R:3
H -2.029 0.022 -2.118 -1.79 -0.07 0.16
H 1.066 -1.128 2.396 -0.35 0.36 -0.14
O -1.215 0.379 -1.826 3.02 -1.35 0.77
H -0.063 3.092 0.975 0.44 -2.00 1.36
O 0.755 0.934 -3.248 3.15 -0.91 0.71
H -2.041 -1.587 1.092 0.44 0.38 0.18
C -1.265 1.047 -0.582 -1.36 -0.58 -5.85
C -0.129 1.959 1.325 2.54 1.72 -2.85
H 1.204 0.186 -2.730 -1.13 1.60 -1.23
O 2.382 -1.229 -0.324 1.04 2.46 0.33
O -2.351 1.512 -0.471 -0.94 1.32 3.46
H -0.584 -2.487 0.302 -0.22 -0.17 -1.49
H -1.639 -1.119 2.493 0.05 0.08 0.13
C 0.086 1.242 -0.064 -0.07 0.98 0.59
H 0.760 1.761 -0.861 -1.62 -0.07 1.41
H 2.289 -2.078 0.071 0.10 -0.95 0.68
S 1.943 -0.212 2.838 0.38 -1.85 0.28
H 2.904 -0.643 0.320 -1.19 -1.55 -1.17
S 1.330 1.645 2.360 -0.41 2.94 0.23
O -1.313 -1.160 1.589 -0.59 -0.32 -0.13
H -0.536 -2.270 -1.244 1.18 1.37 -1.39
H -0.119 0.633 -3.409 -1.02 -0.41 0.08
O -0.956 -2.755 -0.579 -0.82 -1.26 2.72
H -1.085 1.957 1.788 -0.73 -1.03 0.32
H 0.605 0.300 -0.093 -0.10 -0.72 0.83
```
Forces are in eV/Å.

Computed properties:
- LUMO level (eV) = -0.02
- SMILES = O=C(O)CCSS.O.O.O.O
- energy (hartree) = -1370.44722
- 2S+1 = 1

Here are the Mulliken charges for atoms 1 to 5, given in e: 0.265, 0.114, -0.422, 0.344, -0.643

No. 6
Density functional theory data (the ωB97M-V functional and the def2-TZVPD basis) for a structure of composition C31H64B3BeBr3CaCl2F6INNaO10P2 in a non-equilibrium geometry.

```
126
Properties=species:S:1:pos:R:3:forces:R:3
H -6.041 -2.409 -4.276 0.02 -0.22 -0.04
C -5.544 -3.261 -4.753 -0.53 -0.24 -0.49
Cl 9.406 -0.306 -3.076 -0.10 0.04 -0.06
C -2.701 3.339 -0.314 -0.21 0.11 -0.10
C 10.679 -0.221 5.040 -0.21 0.01 0.27
C -5.896 -7.141 -4.458 0.06 -0.02 0.04
P -2.654 -1.925 -1.625 -1.60 -1.73 0.10
C -8.376 -6.187 -2.473 0.08 0.12 0.38
H -6.682 0.872 -4.075 0.25 0.17 -0.02
H -0.787 7.671 7.894 0.32 0.11 -0.82
H 6.319 0.740 -1.469 -1.85 1.15 1.46
C 4.140 3.603 7.413 -0.06 0.79 -0.38
Be -1.485 3.402 -3.621 0.56 0.95 -1.89
F -2.135 -3.014 -2.613 4.17 -3.84 -1.05
H -5.612 -7.334 -3.419 0.02 0.08 -0.01
H 4.587 4.642 7.790 -0.77 -2.38 -0.70
F -3.862 -1.953 -0.641 -5.25 1.96 0.99
C 5.713 0.048 0.619 0.21 -0.42 0.11
C 5.838 2.990 5.360 -0.19 0.31 0.18
H -1.901 5.638 8.473 0.29 0.21 -0.05
H -4.368 3.432 -1.689 0.23 0.15 0.09
H -5.420 -7.929 -5.055 -0.09 0.06 0.11
H 5.039 3.977 -0.728 -2.34 -0.54 0.58
H 0.034 6.866 9.151 0.82 -0.39 -0.08
Ca 2.267 2.227 -3.134 -2.23 1.41 -3.00
H 0.894 0.373 -0.224 2.48 0.08 0.68
O -3.842 1.905 -5.267 1.04 0.42 -0.38
Br 11.199 -1.666 6.235 -0.11 0.43 -0.40
O 4.989 0.381 5.860 0.79 0.22 -4.42
H -1.946 2.228 -2.707 -0.77 -0.77 -0.13
C 1.996 0.318 0.215 -2.24 -1.55 2.80
F -2.793 -0.373 -1.657 -3.56 4.88 -0.11
C 6.780 0.517 1.774 0.12 0.06 -0.90
C -5.645 -4.605 -2.714 -0.14 -0.26 0.17
Cl 7.491 -2.195 -1.952 -0.16 -0.05 0.04
H -4.470 -3.166 -4.554 -0.37 -0.30 0.18
H 0.948 -0.954 1.907 2.13 -0.01 -1.62
C -8.211 -6.040 -4.016 -1.30 -1.02 1.06
C -3.491 4.031 -1.412 -0.41 -0.32 0.42
H 6.584 3.301 6.222 -1.39 -0.48 -1.71
H 9.647 0.045 5.290 0.47 -0.12 -0.16
H -4.566 -4.420 -2.636 -0.27 0.06 -0.29
F -2.245 -2.875 -0.459 4.42 -3.09 2.35
O 0.938 6.671 7.282 1.13 0.04 -0.72
I 2.683 2.721 4.650 0.66 0.38 0.54
C -6.099 -4.613 -4.201 1.62 0.85 0.92
H 4.673 -0.164 1.114 1.93 0.45 -1.12
H -9.719 -6.261 -5.648 0.13 0.18 0.24
H -9.428 -6.117 -2.164 0.17 -0.15 -0.29
H 2.287 1.265 0.850 -0.60 -1.64 -1.58
O 3.105 2.911 -1.003 1.56 -2.43 -0.22
H 0.697 -2.247 4.737 3.21 0.47 0.83
F -1.203 -1.356 -1.588 6.72 -0.52 0.04
H 4.956 4.113 1.861 -1.71 -1.47 -1.44
H 4.391 4.749 5.456 0.09 -2.56 0.54
Br 10.686 -0.783 3.178 0.00 0.12 0.36
H -6.122 0.718 -5.744 0.21 0.14 0.23
C 1.841 -1.985 4.946 8.84 3.86 0.56
H -7.891 -5.397 -1.904 0.17 -0.05 -0.16
H 0.436 2.362 -0.764 -0.25 -0.13 0.08
C 3.178 -1.512 5.108 -9.06 -2.44 -2.05
H -2.896 4.173 -2.316 0.07 0.32 -0.20
H -3.343 3.231 0.566 0.18 -0.25 -0.17
O -2.267 2.028 -0.667 0.81 0.17 -0.70
C -5.786 0.804 -4.704 -0.64 -1.06 -0.35
H -1.342 5.483 6.804 0.17 0.13 0.22
C -1.005 5.569 7.845 -0.56 -1.13 -0.33
H -5.567 2.906 -4.654 0.25 0.15 -0.91
H -1.848 3.948 0.001 0.11 0.15 0.00
C -7.407 -7.231 -4.618 0.21 0.18 -0.28
C 4.366 3.595 5.759 1.80 1.32 1.46
C 1.968 -0.951 1.298 0.50 0.38 0.05
C -4.902 2.045 -4.486 -1.72 0.13 1.54
C -9.676 -6.198 -4.554 0.45 0.55 -0.56
B 6.366 0.069 3.312 1.03 -1.01 1.09
H 6.859 1.696 1.768 -0.02 -2.24 0.11
C 5.636 1.190 -0.599 1.45 -0.93 0.56
H 3.437 4.930 -0.365 1.03 -2.56 -0.13
H -10.129 -7.124 -4.175 0.39 0.18 0.16
H 6.170 2.169 -0.250 -1.37 -1.69 -0.72
H -6.150 -3.813 -2.150 0.05 -0.11 -0.13
H -7.617 -7.305 -5.694 -0.11 0.23 0.14
C -0.112 2.703 -1.649 0.38 0.10 1.11
H 6.106 -0.961 0.117 -1.13 2.30 1.15
Br 11.760 1.372 5.319 -0.25 -0.42 -0.11
H -5.815 -5.554 -2.201 -0.11 0.10 -0.08
H -0.485 4.642 8.117 -0.01 0.30 -0.05
H 7.228 -0.803 -3.841 0.21 -0.14 0.17
C -1.409 1.927 -1.801 0.00 -0.81 2.15
O 5.430 -1.019 3.668 -0.42 3.91 1.68
H 0.522 2.561 -2.529 -1.86 0.46 0.52
H 2.991 3.646 7.656 2.35 -0.36 -0.39
H 6.258 3.435 4.347 -0.91 -0.81 2.08
H 8.372 -2.143 -4.142 -0.03 0.15 0.30
C 3.958 3.860 -0.274 1.18 2.95 1.86
C -0.121 6.810 8.062 -1.94 0.67 1.63
O 7.025 0.791 4.420 -4.27 0.35 -0.86
O 2.959 -0.006 -0.851 1.23 4.99 -0.72
H -10.313 -5.364 -4.236 0.21 -0.08 -0.03
B 5.904 1.352 5.226 1.06 -1.89 0.53
H 2.143 -1.978 0.720 -0.55 2.33 1.35
Na 3.439 6.429 4.835 -0.53 0.24 0.23
H -7.991 -7.146 -2.109 -0.03 0.13 -0.07
H -5.266 -0.123 -4.431 0.04 0.34 -0.03
H 3.071 3.958 1.865 2.09 -1.04 -1.29
H -4.747 2.101 -3.397 0.74 -0.31 0.08
O 4.038 1.290 -2.932 0.26 0.09 4.38
C -5.383 -5.783 -4.922 -0.31 -0.11 -0.08
H 7.850 0.098 1.456 -2.18 1.00 0.95
H 2.826 -0.777 2.102 -1.74 -0.59 -1.75
F -3.683 -1.980 -2.795 -4.62 2.59 -2.26
H -5.521 -5.702 -6.008 -0.16 0.13 0.12
B 4.609 -0.674 4.855 -0.27 -1.01 0.79
H 4.703 2.711 7.951 -1.41 1.85 -1.30
C 4.055 3.541 1.335 -1.17 0.30 0.10
H -5.663 -3.165 -5.838 -0.25 -0.13 0.19
P 3.892 1.400 -1.332 2.85 -3.88 -0.61
H -1.172 0.864 -1.923 -0.47 0.11 -0.12
N -7.598 -4.701 -4.308 -0.29 -0.33 -5.11
H -0.287 3.775 -1.531 0.30 0.12 -0.26
H -4.300 -5.731 -4.752 -0.22 0.27 0.12
O -7.949 -4.347 -5.623 0.70 -0.51 3.63
H 4.058 2.384 1.541 0.37 2.29 -0.29
C 8.050 -1.387 -3.421 0.01 0.04 -0.45
H -7.752 -8.178 -4.183 -0.19 0.32 0.04
H -3.829 5.017 -1.077 0.11 -0.12 -0.12
```
Forces are in eV/Å.

Computed properties:
- ⟨S²⟩ = 1.76
- total charge = +2
- LUMO level (spin up / spin down) (eV) = -7.01 / -7.01
- energy (hartree) = -13177.01837
- 2S+1 = 2

Here are the Mulliken charges for atoms 1 to 5, given in e: 0.438, -1.883, -0.139, -0.275, 0.224